Entry from OMol25: C17H22F6LaN6O7S2 as an isolated structure at a distorted geometry (the ωB97M-V functional and the def2-TZVPD basis).

For the HOMO energy, the calculation gives -0.4407 Eh. The charge is +1. Its total energy is -80095.5907 eV. For the energy above the lowest of the compared OMol25 structures with the same formula, charge and spin, the calculation gives 0.000 eV. The calculation puts the LUMO energy at -2.34 eV. The HOMO-LUMO gap comes out at 9.65 eV.

Last column: Löwdin charge in e.
Geometry (Å):
1 La -0.0184 -0.0468 0.4968  2.22
2 S -1.0956 0.5773 3.3392  0.63
3 S 0.9262 2.3270 3.2259  0.66
4 F -0.1598 3.7391 1.2339  0.11
5 F -1.1585 3.9638 3.1485  0.16
6 F -3.4622 -0.2576 3.8864  0.18
7 F 0.7633 4.9063 2.8034  0.17
8 F -3.0161 1.7050 4.6781  0.18
9 F -2.1584 -0.0567 5.6046  0.18
10 O -1.5578 1.1559 2.0531  -0.44
11 O 1.8753 -1.2368 1.5957  -0.15
12 O -1.0009 -1.4296 -1.4439  -0.14
13 O -1.9649 -1.3737 0.5426  -0.20
14 O -0.5936 -0.7696 3.1311  -0.33
15 O 1.9832 2.8739 3.9946  -0.21
16 O 1.2605 1.5214 2.0401  -0.46
17 N -1.6677 1.4570 -0.9709  -0.07
18 N -0.1360 1.5376 4.1191  -0.27
19 N 0.8720 -2.8945 0.4811  0.15
20 N 1.5881 1.4000 -1.1052  -0.08
21 N 1.6928 -3.2264 2.6747  -0.02
22 N -0.1047 -4.5835 -0.6829  0.21
23 C -0.0836 2.6017 -2.5427  -0.19
24 C 0.0232 3.8409 2.5611  -0.65
25 C -2.5453 0.4941 4.4689  -0.70
26 C 0.4746 -4.1634 0.4429  -0.34
27 C -2.9186 -3.2319 -2.4258  -0.03
28 C -4.6505 -4.8144 -1.9169  -0.07
29 C 0.6532 -5.0373 1.5572  0.03
30 C -1.3535 1.7793 -2.3822  -0.24
31 C 1.2601 -4.5169 2.6437  -0.01
32 C 2.3165 -2.6435 3.8707  0.03
33 C -1.8927 -1.8328 -0.6462  -0.65
34 C -2.8749 -2.8632 -1.0836  -0.17
35 C -3.7225 -3.4622 -0.1599  -0.01
36 C -4.6079 -4.4440 -0.5784  -0.06
37 C 1.2350 1.8455 -2.4752  -0.24
38 C -3.8115 -4.2073 -2.8435  -0.07
39 C 1.5032 -2.4345 1.5756  -0.54
40 H -1.2492 0.8268 -2.9059  0.11
41 H 2.0338 2.4688 -2.8806  0.12
42 H 2.5707 -3.4587 4.5426  0.10
43 H -0.0769 3.4360 -1.8302  0.12
44 H -2.4885 0.8567 -0.9419  0.09
45 H -3.6845 -3.1533 0.8763  0.12
46 H -0.1216 3.0766 -3.5255  0.12
47 H 1.6210 -1.9618 4.3543  0.10
48 H 1.1749 0.9527 -3.1009  0.12
49 H 2.4759 0.9032 -1.1368  0.10
50 H -0.5499 -5.4821 -0.7387  0.13
51 H -1.9414 2.3007 -0.4730  0.09
52 H 1.7804 2.2082 -0.5156  0.08
53 H -2.2541 -2.7490 -3.1302  0.12
54 H 3.2163 -2.1115 3.5793  0.10
55 H -2.1905 2.3072 -2.8426  0.12
56 H -5.2700 -4.9157 0.1355  0.11
57 H 1.4408 -5.0824 3.5471  0.14
58 H 0.3241 -6.0643 1.5471  0.12
59 H -0.2873 -3.9113 -1.4128  0.11
60 H -5.3481 -5.5766 -2.2394  0.11
61 H -3.8617 -4.4919 -3.8861  0.11

---

Entry from OMol25: C17H22N2O2 as an isolated structure at a distorted geometry (the ωB97M-V functional and the def2-TZVPD basis).

For the HOMO energy, the calculation gives -0.2466 Eh. The charge is 0. Its total energy is -25057.0885 eV. For the energy above the lowest of the compared OMol25 structures with the same formula, charge and spin, the calculation gives 6.396 eV. The calculation puts the LUMO energy at -0.70 eV. The HOMO-LUMO gap comes out at 6.01 eV.

Last column: Löwdin charge in e.
Geometry (Å):
1 O 1.7569 -3.5887 -0.7479  0.06
2 O -0.5212 -2.6669 1.1224  0.08
3 N 1.3154 -1.5361 0.2615  -0.02
4 N 0.2442 2.3109 0.9514  -0.09
5 C 1.1761 2.8758 1.9173  -0.13
6 C -0.2673 -0.6475 -1.1020  -0.02
7 C -0.3877 0.6197 -0.6261  -0.06
8 C -1.9233 -0.3861 -2.9353  -0.03
9 C -0.9677 4.1006 1.9276  -0.15
10 C -2.0239 -3.1729 -3.2272  -0.07
11 C -1.1132 -1.2080 -2.0993  -0.19
12 C -1.0275 3.0113 0.8504  -0.14
13 C -1.1638 -2.6181 -2.2979  0.00
14 C -2.8401 -2.3464 -4.0205  -0.08
15 C -2.7750 -0.9557 -3.8737  -0.09
16 C 2.1288 -2.6380 -0.0732  -0.51
17 C 0.4772 4.1325 2.4521  -0.15
18 C 0.7214 -1.2667 2.6160  -0.01
19 C 0.5315 1.2123 0.2721  -0.02
20 C 3.5429 -2.4820 0.4081  -0.01
21 C 0.4288 -1.9144 1.2843  -0.53
22 H -0.5126 -3.2435 -1.6806  0.11
23 H -3.5160 -2.7856 -4.7473  0.10
24 H 1.7619 -0.9260 2.6804  0.07
25 H 0.5167 -2.0084 3.3947  0.08
26 H -1.1503 3.4653 -0.1447  0.13
27 H 1.5201 0.7672 0.4410  0.14
28 H 0.6459 -1.3589 -0.6982  -0.01
29 H 0.0506 -0.4107 2.7770  0.07
30 H 2.1424 3.1047 1.4407  0.13
31 H 1.3821 2.1491 2.7227  0.13
32 H -1.2574 5.0638 1.5056  0.11
33 H 3.8740 -3.4472 0.7997  0.08
34 H 4.1731 -2.2163 -0.4507  0.08
35 H -1.8800 2.3331 0.9982  0.13
36 H -1.2470 1.2218 -0.9438  0.09
37 H -1.8466 0.6975 -2.8358  0.10
38 H 0.5208 4.1520 3.5435  0.11
39 H -1.6625 3.8504 2.7331  0.11
40 H 3.6204 -1.6983 1.1678  0.06
41 H -2.0578 -4.2564 -3.3360  0.11
42 H 0.9998 5.0135 2.0673  0.11
43 H -3.3898 -0.3029 -4.4947  0.10

---

Entry from OMol25: one molecule with the formula C17H22N2O4 (the ωB97M-V functional and the def2-TZVPD basis).

For the HOMO energy, the calculation gives -0.3051 Eh. The charge is 0. Its structure (SMILES) is CCOc1ccc2[nH]c(=O)c(CN(CCO)C(=O)CC)cc2c1. Its total energy is -29157.2558 eV. For the energy above the lowest of the compared OMol25 structures with the same formula, charge and spin, the calculation gives 0.876 eV. The calculation puts the LUMO energy at -0.09 eV. The HOMO-LUMO gap comes out at 8.21 eV.

Last column: Löwdin charge in e.
Geometry (Å):
1 O -0.1425 1.7801 4.0129  0.05
2 O -1.6246 4.1489 4.2218  -0.07
3 O 1.9745 -3.7538 -3.1830  -0.05
4 O -2.8955 1.3205 -0.3026  0.06
5 N -2.0728 -0.5337 -1.2703  0.17
6 N -0.6557 2.1842 1.8690  -0.04
7 C 3.3462 -3.4381 -3.0352  -0.26
8 C 0.1638 1.7030 2.8331  -0.43
9 C 4.1477 -4.5325 -3.7215  -0.06
10 C -0.2921 -3.2949 -2.8792  0.01
11 C -0.5297 1.0248 -0.3168  -0.09
12 C -1.9626 2.6910 2.2804  -0.12
13 C 1.4628 1.0557 2.3904  -0.15
14 C -1.8870 4.1151 2.8447  -0.25
15 C 1.0455 -2.9113 -2.6709  -0.27
16 C 0.4870 0.2656 -0.7847  0.03
17 C 0.2648 -0.9465 -1.5059  -0.14
18 C -1.3292 -2.5256 -2.4178  0.00
19 C 1.3143 -1.7429 -1.9839  0.04
20 C -0.3061 2.2969 0.4650  -0.10
21 C -1.9168 0.6550 -0.5961  -0.41
22 C 2.2582 0.5576 3.5908  -0.09
23 C -1.0658 -1.3388 -1.7278  -0.19
24 H 3.9296 -5.4937 -3.2648  0.08
25 H -2.8464 4.6216 2.7004  0.12
26 H 1.5123 0.5712 -0.6236  0.13
27 H 3.6070 -3.3870 -1.9690  0.13
28 H 3.1835 0.0880 3.2651  0.07
29 H 2.0566 1.7838 1.8323  0.12
30 H -1.0456 3.3942 4.4314  0.05
31 H -0.4752 -4.2120 -3.4155  0.12
32 H 2.3253 -1.4163 -1.7988  0.11
33 H -2.6267 2.6426 1.4186  0.10
34 H 5.2099 -4.3257 -3.6294  0.08
35 H 0.7375 2.6074 0.3631  0.12
36 H -2.3538 2.0307 3.0599  0.14
37 H -3.0310 -0.8017 -1.4639  0.17
38 H -1.1151 4.6801 2.2942  0.12
39 H 1.2252 0.2235 1.7249  0.11
40 H 1.6732 -0.1641 4.1541  0.08
41 H 3.8829 -4.5813 -4.7740  0.08
42 H 2.4949 1.3852 4.2541  0.08
43 H -2.3514 -2.8292 -2.5866  0.12
44 H 3.5588 -2.4642 -3.4975  0.13
45 H -0.9426 3.0774 0.0393  0.14

---

Entry from OMol25: one molecule with the formula C17H22N2O4 (the ωB97M-V functional and the def2-TZVPD basis).

For the HOMO energy, the calculation gives -0.3489 Eh. The charge is 0. Its structure (SMILES) is CCCCOCCCNC(=O)CN1C(=O)c2ccccc2C1=O. Its total energy is -29157.7819 eV. For the energy above the lowest of the compared OMol25 structures with the same formula, charge and spin, the calculation gives 0.350 eV. The calculation puts the LUMO energy at -0.73 eV. The HOMO-LUMO gap comes out at 8.76 eV.

Last column: Löwdin charge in e.
Geometry (Å):
1 O 0.4218 2.8551 -0.4457  0.11
2 O -2.7325 -0.2469 -1.4743  0.08
3 O -1.8749 -0.4409 1.7509  -0.14
4 O 0.9510 -1.3426 -2.1428  0.15
5 N 0.4133 0.7960 -1.4684  0.06
6 N -2.2636 1.7545 -0.5218  0.08
7 C 4.1411 -0.4553 0.9180  -0.05
8 C -1.3918 -2.5776 0.8279  -0.18
9 C 1.1666 -0.3792 -1.4594  -0.36
10 C 3.9974 0.8317 1.4117  -0.06
11 C 2.1021 1.1574 0.0270  -0.08
12 C -1.4582 0.8453 2.1253  -0.22
13 C 0.9098 1.7594 -0.6120  -0.37
14 C 2.2484 -0.1402 -0.4728  -0.09
15 C -3.2473 1.6683 0.5328  -0.17
16 C -0.8799 -4.7981 -0.2422  -0.11
17 C 2.9699 1.6619 0.9724  0.01
18 C -0.2978 -3.5688 0.4437  -0.27
19 C -2.6153 1.8243 1.9190  -0.14
20 C -0.8349 -1.3690 1.5705  -0.22
21 C 3.2648 -0.9632 -0.0374  0.01
22 C -0.7901 0.9516 -2.2551  -0.01
23 C -2.0403 0.7398 -1.3751  -0.47
24 H -1.6034 2.5211 -0.4784  0.12
25 H 0.2514 -3.8720 1.3397  0.11
26 H -0.8019 1.9506 -2.6984  0.14
27 H -0.0897 -5.4912 -0.5213  0.07
28 H 2.8506 2.6637 1.3546  0.12
29 H -2.2357 2.8391 2.0525  0.11
30 H -0.7761 0.1837 -3.0315  0.14
31 H 4.9468 -1.0758 1.2803  0.11
32 H -2.1357 -3.0633 1.4610  0.12
33 H -0.5943 1.1534 1.5133  0.10
34 H 4.6931 1.1974 2.1518  0.11
35 H -1.4150 -4.5046 -1.1414  0.07
36 H -4.0105 2.4408 0.3900  0.12
37 H -1.5737 -5.3130 0.4189  0.07
38 H -1.1318 0.8600 3.1784  0.13
39 H -3.7083 0.6824 0.4479  0.12
40 H 3.3694 -1.9644 -0.4250  0.12
41 H 0.4071 -3.0825 -0.2336  0.09
42 H -0.4077 -1.6626 2.5444  0.13
43 H -3.3863 1.6370 2.6658  0.11
44 H -1.9002 -2.2157 -0.0674  0.11
45 H -0.0198 -0.9130 0.9815  0.11

---

Entry from OMol25: one molecule with the formula C17H22N2O5 (the ωB97M-V functional and the def2-TZVPD basis).

For the HOMO energy, the calculation gives -0.3162 Eh. The charge is 0. Its structure (SMILES) is CCOc1ccc(C(=O)NCC(=O)OCC(=O)N2CCCC2)cc1. Its total energy is -31204.6676 eV. For the energy above the lowest of the compared OMol25 structures with the same formula, charge and spin, the calculation gives 0.838 eV. The calculation puts the LUMO energy at 0.68 eV. The HOMO-LUMO gap comes out at 9.29 eV.

Last column: Löwdin charge in e.
Geometry (Å):
1 O -0.7379 0.4104 2.5864  0.05
2 O -0.2203 4.2465 0.2693  0.10
3 O 0.8289 2.7419 1.5800  0.02
4 O -0.3506 1.3965 -0.4700  0.10
5 O 1.4852 -4.6655 -1.0381  -0.05
6 N -2.3279 1.7583 1.7622  -0.03
7 N 1.8588 1.6725 -0.7328  0.09
8 C 2.3428 -5.2995 -1.9658  -0.25
9 C 0.6286 3.4137 0.4466  -0.50
10 C 3.8115 -5.2167 -1.5595  -0.06
11 C -1.1249 1.5299 2.2943  -0.44
12 C -4.2286 2.6487 0.6906  -0.16
13 C 1.7467 3.1020 -0.5508  -0.05
14 C -3.9775 1.2283 0.1942  -0.16
15 C 0.5799 -2.7906 0.0050  0.02
16 C 1.3859 -3.3120 -1.0120  -0.26
17 C 1.9939 -2.4356 -1.9073  -0.02
18 C 0.9898 -0.5578 -0.7757  -0.14
19 C -2.8889 3.0268 1.3233  -0.14
20 C 0.3764 -1.4344 0.1179  0.01
21 C 1.7983 -1.0716 -1.7811  -0.03
22 C -3.1510 0.6402 1.3285  -0.13
23 C 0.7483 0.8993 -0.6429  -0.42
24 C -0.2145 2.7465 2.5518  -0.04
25 H 2.0172 -6.3436 -1.9636  0.12
26 H -3.0192 3.7062 2.1712  0.13
27 H -4.5081 3.3345 -0.1059  0.11
28 H 4.1492 -4.1837 -1.5271  0.07
29 H 2.7700 1.2470 -0.7618  0.14
30 H -3.3762 1.2528 -0.7142  0.11
31 H -5.0183 2.6465 1.4440  0.11
32 H 2.6853 3.4961 -0.1573  0.14
33 H 2.6163 -2.7973 -2.7109  0.10
34 H -0.2237 -1.0332 0.9206  0.09
35 H -4.8929 0.6707 0.0087  0.11
36 H 0.2821 2.6079 3.5145  0.14
37 H 0.1213 -3.4802 0.6954  0.12
38 H 1.5016 3.6044 -1.4938  0.14
39 H -2.5101 -0.1853 1.0191  0.11
40 H 4.4206 -5.7660 -2.2721  0.08
41 H -3.7850 0.3042 2.1576  0.13
42 H -0.7492 3.6973 2.5171  0.12
43 H 3.9440 -5.6511 -0.5719  0.08
44 H 2.2629 -0.4066 -2.4959  0.12
45 H -2.2324 3.4966 0.5864  0.11
46 H 2.1917 -4.8950 -2.9742  0.12